Computed, not measured: a single C9H9N3 molecule in a non-equilibrium geometry, with ωB97M-V/def2-TZVPD.

Maximum force (Eh/bohr): 0.157
Relative energy (zero: lowest compared OMol25 entry of this formula, charge and spin) (kJ/mol): 484.6
E_LUMO (Eh): 0.0180
Charge: 0
SMILES string: Nc1ccc2c(N)ccnc2c1
Gap between HOMO and LUMO (eV): 8.2

Each line ends with the Mulliken charge.
Cartesian coordinates (Å):
1 N -3.468 -0.493 0.224  -0.5735
2 C -2.181 -0.201 -0.119  0.3943
3 C -1.703 1.123 -0.519  -0.8581
4 C -0.443 1.413 -0.238  -1.0759
5 C 0.503 0.350 0.035  0.2791
6 C 1.836 0.453 0.051  1.1327
7 N 2.235 1.828 0.172  -0.6060
8 C 2.748 -0.601 -0.027  -0.8250
9 C 2.113 -1.894 -0.222  -0.1604
10 N 0.761 -2.187 -0.190  -0.5150
11 C 0.088 -0.911 0.241  0.2561
12 C -1.212 -1.102 0.119  -0.0505
13 H -4.365 0.317 0.352  0.2666
14 H -4.176 -1.231 0.040  0.2418
15 H -2.485 1.870 -0.574  0.3104
16 H -0.068 2.359 -0.520  0.4509
17 H 1.528 2.210 0.855  0.2653
18 H 3.265 1.975 0.438  0.2658
19 H 3.749 -0.213 -0.266  0.2998
20 H 2.639 -2.925 -0.464  0.3067
21 H -1.363 -2.138 0.613  0.1950

***

Computed, not measured: a single C9H9N3 molecule in a non-equilibrium geometry, with ωB97M-V/def2-TZVPD.

Maximum force (Eh/bohr): 0.082
Relative energy (zero: lowest compared OMol25 entry of this formula, charge and spin) (kJ/mol): 381.2
E_LUMO (Eh): 0.0212
Charge: 0
SMILES string: CNc1ccc2ncncc2c1
Gap between HOMO and LUMO (eV): 8.1

Each line ends with the Mulliken charge.
Cartesian coordinates (Å):
1 C 3.087 -1.107 -0.109  -0.7284
2 N 2.563 0.272 -0.179  -0.2254
3 C 1.238 0.439 0.013  1.0419
4 C 0.660 1.844 0.083  -0.5109
5 C -0.650 2.084 0.024  -0.5171
6 C -1.592 0.948 0.027  0.1725
7 N -2.907 1.108 -0.118  -0.6387
8 C -3.677 0.010 -0.226  -0.2025
9 N -3.221 -1.349 -0.029  -0.5846
10 C -1.952 -1.505 0.110  -0.4050
11 C -1.007 -0.378 0.130  0.6710
12 C 0.351 -0.684 0.177  -0.6221
13 H 2.380 -2.046 -0.661  0.1891
14 H 3.124 -1.328 1.205  0.2583
15 H 4.149 -1.305 -0.753  0.2668
16 H 3.147 1.213 -0.290  0.2716
17 H 1.260 2.770 0.222  0.2318
18 H -1.080 3.153 0.247  0.2643
19 H -4.712 0.165 -0.287  0.4070
20 H -1.717 -2.592 0.250  0.3381
21 H 0.556 -1.713 0.166  0.3222

***

Computed, not measured: a molecular structure, C9H9N3O in a non-equilibrium geometry, with ωB97M-V/def2-TZVPD.

Maximum force (Eh/bohr): 0.113
Relative energy (zero: lowest compared OMol25 entry of this formula, charge and spin) (kJ/mol): 407.9
E_LUMO (Eh): 0.0056
Charge: 0
Gap between HOMO and LUMO (eV): 9.6

Each line ends with the Mulliken charge.
Cartesian coordinates (Å):
1 C 0.575 1.946 -1.490  -0.4863
2 C 0.447 2.089 -0.120  -0.5124
3 C 0.405 0.706 -2.162  -0.6824
4 C 0.279 0.945 0.632  0.4879
5 C 0.068 -0.252 -0.056  0.3052
6 C 0.122 -0.443 -1.412  0.6458
7 C 0.288 0.938 2.193  0.1108
8 C -0.228 -1.809 1.106  -0.0480
9 C -0.025 -1.745 -2.013  -1.2092
10 N 0.673 -2.889 1.104  -0.2712
11 N -0.407 -3.086 0.506  -0.3103
12 N -1.030 1.067 2.676  -0.3995
13 O 1.268 0.774 2.843  -0.5245
14 H 0.659 2.884 -2.094  0.2886
15 H 0.494 3.132 0.267  0.3503
16 H 0.418 0.683 -3.264  0.3869
17 H -0.968 -1.489 1.848  0.4564
18 H -0.999 -1.781 -2.791  0.2541
19 H 0.939 -2.009 -2.489  0.2886
20 H -0.218 -2.582 -1.222  0.3926
21 H -1.613 1.726 2.295  0.2333
22 H -1.145 1.195 3.644  0.2434

***

Computed, not measured: a single C9H9N3O2 molecule in a non-equilibrium geometry, with ωB97M-V/def2-TZVPD.

Maximum force (Eh/bohr): 0.077
Relative energy (zero: lowest compared OMol25 entry of this formula, charge and spin) (kJ/mol): 469.8
E_LUMO (Eh): -0.0199
Charge: 0
SMILES string: [H]/N=C1\NC(=O)O[C@]12C=CC=C/C2=N\C
Gap between HOMO and LUMO (eV): 8.6

Each line ends with the Mulliken charge.
Cartesian coordinates (Å):
1 H -0.883 -2.859 1.785  0.2704
2 N -0.257 -2.533 1.053  -0.7294
3 C -0.826 -1.502 0.557  0.0319
4 N -2.005 -0.842 1.170  -0.1543
5 C -2.517 0.092 0.340  0.4451
6 O -3.481 0.758 0.496  -0.5756
7 O -1.602 0.190 -0.744  -0.4813
8 C -0.450 -0.635 -0.543  2.1166
9 C 0.198 -1.149 -1.820  -1.1124
10 C 1.442 -1.015 -2.324  -0.4143
11 C 2.394 -0.293 -1.439  -0.5616
12 C 1.862 0.431 -0.453  -0.4177
13 C 0.472 0.528 0.085  0.0716
14 N -0.230 1.335 0.774  -0.1733
15 C 0.231 2.449 1.438  -0.9242
16 H -2.590 -1.224 1.997  0.2915
17 H -0.461 -1.389 -2.578  0.3678
18 H 1.766 -1.673 -3.098  0.4007
19 H 3.416 -0.064 -1.570  0.4048
20 H 2.577 1.071 0.016  0.2196
21 H 1.352 2.415 1.780  0.2426
22 H 0.115 3.235 0.775  0.3953
23 H -0.524 2.672 2.302  0.2861

***

Computed, not measured: a molecular structure, C9H9N3O2 in a non-equilibrium geometry, with ωB97M-V/def2-TZVPD.

Maximum force (Eh/bohr): 0.135
Relative energy (zero: lowest compared OMol25 entry of this formula, charge and spin) (kJ/mol): 750.6
E_LUMO (Eh): -0.0015
Charge: 0
Gap between HOMO and LUMO (eV): 8.2

Each line ends with the Mulliken charge.
Cartesian coordinates (Å):
1 C -2.585 0.007 0.024  0.4128
2 C -2.107 1.274 0.030  -0.4315
3 C -0.894 1.479 -0.538  -0.4449
4 C -0.403 -0.964 -0.485  0.3848
5 C 2.523 -0.911 -0.024  -0.4416
6 C 1.491 -1.063 0.914  0.0701
7 C 0.835 0.121 1.270  -0.4619
8 C 1.237 1.304 0.756  -0.6521
9 C 2.219 1.318 -0.212  -0.2367
10 H -2.287 -1.991 -0.199  0.3498
11 H -2.828 2.111 0.369  0.3122
12 H -0.592 2.434 -0.805  0.6788
13 H 1.013 0.542 -0.585  0.2114
14 H 3.058 -1.806 -0.378  0.4070
15 H 1.281 -2.011 1.434  0.4891
16 H -0.093 0.114 1.914  0.3739
17 H 0.693 2.196 1.005  0.6975
18 H 2.621 2.253 -0.659  0.3633
19 N -1.703 -1.080 -0.358  -0.0999
20 N 0.004 0.381 -0.705  -0.3225
21 N 2.929 0.277 -0.608  -0.6300
22 O -3.676 -0.296 0.311  -0.5743
23 O 0.504 -1.739 -0.412  -0.4552

***

Computed, not measured: a molecular structure, C9H9N3O2 in a non-equilibrium geometry, with ωB97M-V/def2-TZVPD.

Maximum force (Eh/bohr): 0.170
Relative energy (zero: lowest compared OMol25 entry of this formula, charge and spin) (kJ/mol): 1120.9
E_LUMO (Eh): 0.0166
Charge: 0
Gap between HOMO and LUMO (eV): 7.0

Each line ends with the Mulliken charge.
Cartesian coordinates (Å):
1 C -1.678 1.080 -0.416  0.0834
2 C -2.827 0.233 -0.224  -0.7155
3 C -2.684 -1.082 -0.491  -0.3592
4 C -1.380 -1.482 -0.650  -0.5640
5 C -0.307 -0.639 -0.800  -0.0063
6 C 0.301 0.039 1.336  0.4565
7 C 0.192 1.416 0.879  -0.6771
8 C 0.856 1.769 -0.280  -0.1050
9 C 2.023 -0.457 -0.327  0.3667
10 H -1.873 2.161 -0.194  0.3992
11 H -3.861 0.562 0.086  0.3190
12 H -3.571 -1.859 -0.412  0.2663
13 H -1.150 -2.521 -0.945  0.3540
14 H 0.781 -1.100 -0.781  0.1421
15 H 1.728 -1.556 1.189  0.3519
16 H -0.492 2.291 1.433  0.4153
17 H 1.110 2.724 -0.731  0.3804
18 H 2.128 1.121 -1.627  0.1236
19 N -0.494 0.718 -0.729  -0.0204
20 N 1.187 -0.848 0.609  0.0278
21 N 1.645 0.803 -0.892  0.0602
22 O -0.330 -0.407 2.311  -0.6578
23 O 3.062 -1.067 -0.450  -0.6413

***

Computed, not measured: a single C9H9N3S molecule in a non-equilibrium geometry, with ωB97M-V/def2-TZVPD.

Maximum force (Eh/bohr): 0.126
Relative energy (zero: lowest compared OMol25 entry of this formula, charge and spin) (kJ/mol): 290.7
E_LUMO (Eh): 0.0312
Charge: 0
SMILES string: c1ccc(CSc2nc[nH]n2)cc1
Gap between HOMO and LUMO (eV): 9.2

Each line ends with the Mulliken charge.
Cartesian coordinates (Å):
1 C 2.334 -2.245 -2.654  -0.2265
2 C 1.021 -2.039 -2.980  -0.4441
3 C 0.132 -1.684 -2.015  -0.4452
4 C 0.666 -1.346 -0.847  0.6698
5 C -0.320 -0.837 -0.020  -0.7158
6 S 0.386 0.953 0.239  -0.1209
7 C -1.037 1.472 1.190  0.4534
8 N -2.019 0.746 1.708  -0.4195
9 C -2.683 1.624 2.450  -0.1371
10 N -2.220 2.836 2.354  0.1245
11 N -1.106 2.826 1.606  -0.6909
12 C 2.083 -1.589 -0.429  -0.3633
13 C 2.870 -2.134 -1.347  -0.8436
14 H 2.970 -2.640 -3.483  0.2875
15 H 0.577 -2.476 -3.933  0.2502
16 H -0.984 -1.699 -2.315  0.1992
17 H -1.314 -0.688 -0.437  0.3583
18 H -0.707 -1.316 0.939  0.4023
19 H -3.598 1.440 3.033  0.3985
20 H -2.155 3.619 3.055  0.2985
21 H 2.278 -1.370 0.642  0.3835
22 H 3.790 -2.310 -1.088  0.5813

***

Computed, not measured: a gas-phase ion, C9H9N4 (charge +1) in a non-equilibrium geometry, with ωB97M-V/def2-TZVPD.

Maximum force (Eh/bohr): 0.081
Relative energy (zero: lowest compared OMol25 entry of this formula, charge and spin) (kJ/mol): 291.6
E_LUMO (alpha / beta) (Eh): -0.2147 / -0.2146
Charge: +1
SMILES string: C1=C\c2cnccc2/N=N\C\[NH+]=C/1
Gap between HOMO and LUMO (alpha / beta) (eV): 6.8 / 6.8

Each line ends with the Mulliken charge.
Cartesian coordinates (Å):
1 C 2.130 -0.337 -0.741  -0.5971
2 C 1.356 0.824 -0.939  -0.5959
3 C -0.077 0.935 -0.801  0.5535
4 C -0.854 1.235 -1.974  -0.5968
5 N -2.165 1.100 -2.094  -0.5656
6 C -2.926 0.761 -1.065  -0.2556
7 C -2.295 0.555 0.146  -0.9483
8 C -0.896 0.652 0.313  1.0913
9 N -0.310 1.006 1.493  0.3506
10 N 0.513 0.637 2.307  -0.5430
11 C 0.959 -0.730 2.234  -0.4981
12 N 0.850 -1.431 0.972  -0.0729
13 C 1.682 -1.439 -0.076  0.0050
14 H 2.961 -0.477 -1.321  0.4770
15 H 1.816 1.583 -1.511  0.5046
16 H -0.408 1.210 -2.886  0.5365
17 H -3.997 0.826 -1.265  0.4300
18 H -2.993 0.145 0.891  0.3584
19 H 2.011 -0.834 2.628  0.3425
20 H 0.378 -1.301 2.913  0.4539
21 H 0.494 -2.323 1.147  0.2519
22 H 1.769 -2.599 -0.371  0.3181

***

Computed, not measured: a single C9H9NO2S molecule in a non-equilibrium geometry, with ωB97M-V/def2-TZVPD.

Maximum force (Eh/bohr): 0.101
Relative energy (zero: lowest compared OMol25 entry of this formula, charge and spin) (kJ/mol): 149.2
E_LUMO (Eh): 0.0229
Charge: 0
SMILES string: O=C(SC/C=N/O)c1ccccc1
Gap between HOMO and LUMO (eV): 9.9

Each line ends with the Mulliken charge.
Cartesian coordinates (Å):
1 O -2.187 0.281 -2.864  -0.5377
2 C -1.224 0.545 -2.166  0.3603
3 S -0.280 2.041 -2.361  -0.1520
4 C 0.883 1.957 -0.907  -0.2386
5 C 0.330 2.568 0.225  -0.1976
6 N -0.805 2.287 0.634  -0.0083
7 O -1.324 2.976 1.717  -0.4671
8 C -0.769 -0.444 -1.181  0.0091
9 C 0.372 -1.287 -1.488  0.1339
10 C 0.656 -2.404 -0.733  -0.6441
11 C -0.138 -2.616 0.455  -0.0912
12 C -1.088 -1.718 0.927  -1.0473
13 C -1.489 -0.712 0.014  -0.0077
14 H 1.798 2.356 -1.215  0.4483
15 H 0.953 0.900 -0.825  -0.1388
16 H 0.901 3.388 0.655  0.4063
17 H -2.176 2.574 1.959  0.3494
18 H 1.111 -0.881 -2.193  0.3532
19 H 1.452 -3.104 -1.025  0.3607
20 H 0.023 -3.560 1.046  0.2969
21 H -1.576 -2.043 1.745  0.4485
22 H -2.239 0.020 0.277  0.3642

***

Computed, not measured: 2 unconnected molecules or ions with the total composition C9H9NO2S in a non-equilibrium geometry, with ωB97M-V/def2-TZVPD.

Maximum force (Eh/bohr): 0.123
Spin multiplicity: 3
Relative energy (zero: lowest compared OMol25 entry of this formula, charge and spin) (kJ/mol): 323.5
E_LUMO (alpha / beta) (Eh): 0.0171 / -0.0362
Charge: 0
Expectation value of S²: 2.08
Gap between HOMO and LUMO (alpha / beta) (eV): 7.2 / 7.8

Each line ends with the Mulliken charge.
Cartesian coordinates (Å):
1 C -3.305 -1.224 0.037  -0.2507
2 C -3.447 -0.004 0.733  -0.6007
3 C -2.062 -1.505 -0.545  -0.5581
4 C -2.443 0.989 0.648  -0.4195
5 C -1.014 -0.501 -0.589  -0.2690
6 C -1.216 0.751 -0.020  1.0055
7 C -0.204 1.596 0.291  -0.5187
8 C 4.871 -0.443 0.748  0.1288
9 C 1.736 1.314 -0.809  0.0098
10 N 4.057 0.415 0.263  -0.3532
11 O 4.742 -1.729 0.886  -0.4528
12 O 2.270 2.493 -0.840  -0.3388
13 S 2.573 -0.154 -0.490  0.0054
14 H -4.160 -1.990 0.069  0.2858
15 H -4.447 0.218 0.992  0.3479
16 H -1.766 -2.448 -1.025  0.3226
17 H -2.663 1.934 1.214  0.2786
18 H -0.066 -0.824 -0.993  0.1802
19 H -0.292 2.726 -0.005  0.2158
20 H 5.822 -0.012 1.017  0.3432
21 H 3.016 2.525 -0.265  0.3394
22 H 3.812 -2.037 0.725  0.2983

***

Copy entry 8 word for word.
Computed, not measured: a gas-phase ion, C9H9N4 (charge +1) in a non-equilibrium geometry, with ωB97M-V/def2-TZVPD.

Maximum force (Eh/bohr): 0.081
Relative energy (zero: lowest compared OMol25 entry of this formula, charge and spin) (kJ/mol): 291.6
E_LUMO (alpha / beta) (Eh): -0.2147 / -0.2146
Charge: +1
SMILES string: C1=C\c2cnccc2/N=N\C\[NH+]=C/1
Gap between HOMO and LUMO (alpha / beta) (eV): 6.8 / 6.8

Each line ends with the Mulliken charge.
Cartesian coordinates (Å):
1 C 2.130 -0.337 -0.741  -0.5971
2 C 1.356 0.824 -0.939  -0.5959
3 C -0.077 0.935 -0.801  0.5535
4 C -0.854 1.235 -1.974  -0.5968
5 N -2.165 1.100 -2.094  -0.5656
6 C -2.926 0.761 -1.065  -0.2556
7 C -2.295 0.555 0.146  -0.9483
8 C -0.896 0.652 0.313  1.0913
9 N -0.310 1.006 1.493  0.3506
10 N 0.513 0.637 2.307  -0.5430
11 C 0.959 -0.730 2.234  -0.4981
12 N 0.850 -1.431 0.972  -0.0729
13 C 1.682 -1.439 -0.076  0.0050
14 H 2.961 -0.477 -1.321  0.4770
15 H 1.816 1.583 -1.511  0.5046
16 H -0.408 1.210 -2.886  0.5365
17 H -3.997 0.826 -1.265  0.4300
18 H -2.993 0.145 0.891  0.3584
19 H 2.011 -0.834 2.628  0.3425
20 H 0.378 -1.301 2.913  0.4539
21 H 0.494 -2.323 1.147  0.2519
22 H 1.769 -2.599 -0.371  0.3181

***

What is the relative energy (zero: lowest compared OMol25 entry of this formula, charge and spin) in the ninth record? 149.2 kJ/mol